# 1
{
  "formula": "C5H9NO",
  "method": "ωB97M-V with the def2-TZVPD basis set",
  "energy_ev": -8866.866,
  "homo_ev": -9.17,
  "max_force_ev_per_a": 2.5,
  "smiles": "C=CC[C@@H](N)C=O",
  "orbital_gap_ha": 0.3687,
  "relative_energy_ev": 2.3467,
  "symbols": ["O", "C", "C", "C", "C", "C", "N", "H", "H", "H", "H", "H", "H", "H", "H", "H"],
  "positions_angstrom": [[-1.73, -1.14, 0.83], [-1.14, -0.13, 1.11], [-0.51, 0.78, 0.11], [0.20, -0.05, -1.00], [1.02, -1.20, -0.38], [2.10, -1.01, 0.37], [-1.49, 1.65, -0.56], [-1.03, 0.15, 2.16], [0.30, 1.31, 0.61], [0.99, 0.45, -1.57], [-0.58, -0.49, -1.62], [0.56, -2.18, -0.41], [2.52, -1.93, 0.76], [2.62, -0.07, 0.47], [-2.41, 1.24, -0.51], [-1.44, 2.64, -0.38]],
  "lowdin_charge": [0.069, -0.240, -0.368, -0.155, -0.189, -0.006, 0.064, 0.124, 0.136, 0.111, 0.104, 0.096, 0.051, 0.058, 0.078, 0.069]
}

# 2
{
  "formula": "C56H82CsGe2IN14OPS",
  "method": "ωB97M-V with the def2-TZVPD basis set",
  "energy_ev": -224117.159,
  "homo_ev": -3.49,
  "max_force_ev_per_a": 1.4,
  "charge": -1,
  "orbital_gap_ha": 0.1883,
  "relative_energy_ev": 0.0000,
  "symbols": ["Cs", "C", "C", "Ge", "C", "C", "C", "C", "Ge", "C", "C", "C", "C", "C", "C", "C", "C", "C", "C", "H", "H", "H", "H", "H", "H", "H", "H", "H", "H", "H", "H", "H", "H", "H", "H", "H", "H", "H", "H", "H", "H", "H", "H", "H", "H", "C", "N", "C", "N", "C", "N", "C", "C", "C", "C", "C", "C", "C", "N", "N", "C", "O", "C", "C", "C", "C", "C", "C", "N", "C", "N", "C", "N", "C", "H", "H", "H", "H", "H", "H", "H", "H", "H", "H", "H", "H", "H", "H", "H", "H", "C", "N", "C", "C", "N", "C", "S", "H", "H", "H", "H", "H", "H", "H", "H", "N", "P", "N", "C", "C", "C", "C", "C", "N", "C", "C", "C", "C", "C", "N", "C", "C", "C", "C", "C", "H", "H", "H", "H", "H", "H", "H", "H", "H", "H", "H", "H", "H", "H", "H", "H", "H", "H", "H", "H", "H", "H", "H", "H", "H", "H", "H", "H", "H", "H", "I", "C", "H", "H"],
  "positions_angstrom": [[-1.42, -0.20, 0.19], [1.44, -5.72, 3.33], [0.68, -5.29, 2.08], [1.34, -3.64, 1.21], [0.96, -2.13, 2.40], [1.98, -1.94, 3.52], [3.20, -4.01, 0.81], [4.10, -3.16, 0.31], [3.53, -1.26, -0.18], [4.61, -0.09, 1.09], [5.80, -0.65, 1.86], [4.69, -1.07, -1.85], [6.20, -0.92, -1.71], [5.44, -3.72, -0.01], [6.51, -3.71, 0.88], [7.75, -4.21, 0.52], [7.95, -4.73, -0.75], [6.90, -4.76, -1.65], [5.65, -4.26, -1.28], [1.03, -6.63, 3.77], [1.41, -4.95, 4.10], [2.49, -5.91, 3.12], [-0.38, -5.13, 2.31], [0.71, -6.08, 1.32], [-0.05, -2.25, 2.81], [0.97, -1.23, 1.78], [2.01, -2.79, 4.21], [1.76, -1.04, 4.11], [2.98, -1.82, 3.11], [3.52, -5.03, 1.04], [3.88, 0.32, 1.79], [4.94, 0.76, 0.46], [5.51, -1.51, 2.46], [6.24, 0.09, 2.55], [6.60, -0.98, 1.19], [4.30, -0.18, -2.35], [4.44, -1.90, -2.52], [6.46, -0.09, -1.06], [6.70, -0.74, -2.67], [6.66, -1.82, -1.28], [6.36, -3.30, 1.87], [8.56, -4.19, 1.24], [8.93, -5.12, -1.03], [7.04, -5.17, -2.64], [4.83, -4.28, -1.99], [-4.32, -0.41, -5.09], [-4.16, -0.89, -3.73], [-3.04, -0.92, -2.99], [-3.25, -1.56, -1.86], [-4.56, -1.91, -1.96], [-5.15, -1.54, -3.08], [-3.73, -1.37, -6.09], [-4.52, -2.28, -6.77], [-3.95, -3.20, -7.63], [-2.58, -3.23, -7.82], [-1.78, -2.32, -7.13], [-2.35, -1.38, -6.28], [-0.32, -2.36, -7.29], [0.38, -3.10, -8.07], [1.71, -2.78, -7.82], [1.70, -1.87, -6.91], [0.44, -1.55, -6.52], [2.83, -1.18, -6.28], [4.13, -1.57, -6.60], [5.19, -0.93, -6.00], [4.97, 0.09, -5.09], [3.67, 0.49, -4.77], [3.48, 1.62, -3.79], [2.12, 1.74, -3.30], [1.43, 0.91, -2.50], [0.21, 1.40, -2.31], [0.24, 2.56, -3.01], [1.36, 2.81, -3.64], [2.60, -0.16, -5.37], [-3.84, 0.57, -5.15], [-5.39, -0.27, -5.24], [-2.10, -0.48, -3.31], [-5.09, -2.43, -1.18], [-5.60, -2.28, -6.61], [-4.57, -3.91, -8.16], [-2.11, -3.95, -8.47], [-1.72, -0.68, -5.76], [4.28, -2.38, -7.31], [6.21, -1.23, -6.23], [5.81, 0.57, -4.60], [3.73, 2.57, -4.24], [4.14, 1.47, -2.94], [1.84, 0.00, -2.06], [-0.59, 3.25, -3.06], [1.59, 0.13, -5.13], [3.61, 3.32, 2.66], [2.84, 3.71, 3.82], [3.40, 4.59, 4.83], [2.26, 4.70, 5.85], [1.49, 3.50, 5.54], [1.76, 3.03, 4.29], [0.90, 1.84, 3.53], [3.80, 4.18, 2.03], [3.05, 2.58, 2.11], [4.56, 2.87, 2.97], [3.66, 5.55, 4.40], [4.30, 4.14, 5.27], [1.67, 5.61, 5.69], [2.62, 4.69, 6.87], [0.57, 3.32, 5.91], [-3.44, 0.14, 1.73], [-4.04, 1.45, 2.21], [-3.31, 2.91, 1.68], [-4.01, 4.15, 1.37], [-3.08, 5.35, 1.53], [-1.89, 5.27, 0.56], [-1.49, 3.81, 0.31], [-1.86, 2.96, 1.52], [-5.64, 1.86, 1.78], [-6.68, 1.37, 2.69], [-8.04, 1.39, 2.00], [-8.06, 0.40, 0.83], [-6.69, 0.34, 0.14], [-5.93, 1.65, 0.36], [-4.11, 1.66, 3.91], [-3.95, 2.98, 4.50], [-3.95, 2.88, 6.02], [-2.77, 2.04, 6.52], [-2.49, 0.86, 5.57], [-3.73, 0.53, 4.74], [-4.88, 4.25, 2.01], [-4.40, 4.15, 0.33], [-2.72, 5.36, 2.57], [-3.64, 6.27, 1.39], [-1.05, 5.82, 0.98], [-2.15, 5.76, -0.38], [-0.43, 3.72, 0.09], [-2.03, 3.41, -0.55], [-1.35, 3.35, 2.41], [-1.50, 1.94, 1.40], [-6.69, 1.98, 3.59], [-6.48, 0.33, 3.02], [-8.22, 2.41, 1.64], [-8.83, 1.16, 2.72], [-8.84, 0.68, 0.12], [-8.32, -0.60, 1.20], [-6.79, 0.15, -0.93], [-6.07, -0.45, 0.56], [-6.50, 2.49, -0.04], [-4.97, 1.61, -0.17], [-4.75, 3.64, 4.17], [-3.00, 3.45, 4.18], [-4.89, 2.43, 6.34], [-3.92, 3.89, 6.45], [-2.97, 1.68, 7.53], [-1.88, 2.68, 6.59], [-2.15, -0.01, 6.12], [-1.69, 1.12, 4.87], [-4.56, 0.23, 5.41], [-3.53, -0.30, 4.07], [0.44, -2.70, -2.16], [0.03, -3.56, -0.26], [-0.33, -4.56, -0.51], [-0.81, -3.02, 0.17]],
  "lowdin_charge": [0.861, -0.181, -0.351, 0.785, -0.368, -0.165, -0.222, -0.385, 0.887, -0.431, -0.199, -0.411, -0.170, -0.273, -0.061, -0.097, -0.118, -0.099, -0.061, 0.059, 0.049, 0.057, 0.063, 0.060, 0.069, -0.013, 0.052, 0.036, 0.051, 0.059, 0.008, 0.035, 0.042, 0.054, 0.047, -0.019, 0.045, 0.051, 0.047, 0.045, 0.094, 0.095, 0.089, 0.095, 0.113, -0.079, -0.127, -0.195, 0.009, -0.208, 0.110, -0.191, -0.027, -0.062, -0.016, -0.130, 0.031, -0.296, 0.121, 0.121, -0.288, 0.121, -0.132, -0.018, -0.055, -0.040, -0.189, -0.085, -0.137, -0.187, 0.051, -0.240, 0.101, 0.044, 0.131, 0.124, 0.108, 0.111, 0.115, 0.105, 0.115, 0.122, 0.113, 0.107, 0.117, 0.133, 0.114, 0.011, 0.100, 0.122, -0.055, -0.169, -0.133, -0.150, 0.008, -0.826, 0.705, 0.090, 0.041, 0.093, 0.119, 0.123, 0.115, 0.111, 0.114, -0.569, 0.449, -0.215, -0.234, -0.189, -0.193, -0.183, -0.300, -0.219, -0.236, -0.198, -0.200, -0.192, -0.245, -0.213, -0.228, -0.193, -0.197, -0.179, -0.239, 0.095, 0.110, 0.102, 0.105, 0.102, 0.101, 0.106, 0.107, 0.080, -0.055, 0.101, 0.117, 0.107, 0.103, 0.098, 0.101, 0.097, 0.093, 0.110, 0.095, 0.104, 0.105, 0.107, 0.103, 0.098, 0.087, 0.106, 0.066, 0.109, 0.076, 0.745, -0.780, -0.022, -0.071]
}

# 3
{
  "formula": "C17H43N3O14P3",
  "method": "ωB97M-V with the def2-TZVPD basis set",
  "energy_ev": -79312.902,
  "homo_ev": -11.09,
  "max_force_ev_per_a": 9.8,
  "charge": 1,
  "orbital_gap_ha": 0.2625,
  "relative_energy_ev": 5.8811,
  "symbols": ["C", "C", "C", "O", "O", "C", "C", "N", "C", "N", "C", "C", "N", "H", "H", "H", "H", "H", "H", "H", "H", "H", "H", "H", "H", "H", "H", "H", "H", "C", "O", "P", "O", "O", "C", "O", "C", "H", "H", "H", "H", "H", "H", "H", "H", "H", "C", "O", "P", "O", "O", "C", "O", "C", "H", "H", "H", "H", "H", "H", "H", "H", "H", "C", "O", "P", "O", "O", "C", "O", "C", "H", "H", "H", "H", "H", "H", "H", "H", "H"],
  "positions_angstrom": [[-0.48, -0.15, -2.17], [-0.54, 0.48, -3.65], [0.00, 1.97, -3.76], [0.24, 2.43, -4.91], [0.27, 2.85, -2.66], [-0.93, 3.33, -2.05], [-1.88, 4.19, -3.01], [-3.34, 4.04, -2.64], [-4.04, 2.91, -2.87], [-4.04, 2.22, -4.14], [-4.67, 0.87, -4.07], [-4.89, 0.79, -2.47], [-4.94, 2.19, -1.98], [0.43, 0.30, -1.62], [-1.42, 0.07, -1.55], [-0.30, -1.28, -2.25], [-1.63, 0.40, -4.01], [0.09, -0.17, -4.36], [-0.60, 4.04, -1.20], [-1.52, 2.49, -1.52], [-1.71, 4.03, -4.13], [-1.65, 5.30, -2.81], [-3.84, 4.85, -2.24], [-3.14, 2.30, -4.64], [-5.67, 0.80, -4.64], [-3.85, 0.15, -4.43], [-3.87, 0.38, -2.13], [-5.77, 0.09, -2.23], [-4.85, 2.35, -0.97], [-0.92, -0.56, 4.06], [-1.39, -1.60, 3.20], [-0.16, -2.70, 2.70], [-0.48, -2.45, 1.23], [-1.04, -3.97, 3.26], [-2.44, -4.02, 3.00], [1.12, -3.78, 2.36], [2.07, -3.37, 1.39], [-1.75, 0.09, 4.32], [-0.49, -0.99, 4.97], [-0.16, 0.03, 3.54], [-2.71, -3.49, 2.08], [-2.97, -3.57, 3.84], [-2.75, -5.06, 2.91], [2.33, -2.32, 1.52], [1.67, -3.54, 0.39], [2.96, -3.98, 1.50], [2.98, -1.20, -4.16], [2.58, -2.55, -4.40], [3.36, -3.27, -5.76], [2.02, -3.60, -6.41], [3.86, -4.53, -4.84], [2.96, -5.13, -3.92], [4.28, -3.89, -7.07], [3.89, -3.50, -8.37], [2.44, -0.82, -3.29], [4.06, -1.16, -3.96], [2.75, -0.58, -5.03], [1.92, -5.03, -4.24], [3.08, -4.65, -2.94], [3.19, -6.19, -3.83], [3.66, -2.44, -8.41], [3.03, -4.09, -8.70], [4.72, -3.70, -9.05], [3.60, 3.70, 7.90], [2.31, 3.69, 7.28], [1.20, 2.58, 8.00], [0.96, 1.90, 6.65], [0.11, 3.78, 8.21], [-0.12, 4.72, 7.17], [0.17, 1.52, 8.86], [0.33, 0.13, 8.62], [4.23, 4.42, 7.38], [3.51, 3.99, 8.95], [4.06, 2.71, 7.82], [0.07, 4.29, 6.18], [0.53, 5.59, 7.32], [-1.16, 5.05, 7.21], [1.38, -0.14, 8.58], [-0.17, -0.14, 7.69], [-0.15, -0.41, 9.44]],
  "lowdin_charge": [-0.102, -0.120, -0.371, 0.070, -0.050, -0.148, -0.093, 0.059, -0.215, 0.089, -0.114, -0.131, 0.084, 0.093, 0.060, 0.096, 0.094, 0.128, 0.151, 0.128, 0.130, 0.150, 0.175, 0.136, 0.142, 0.127, 0.122, 0.147, 0.152, -0.140, -0.285, 0.726, -0.297, -0.265, -0.118, -0.245, -0.140, 0.088, 0.079, 0.082, 0.083, 0.086, 0.093, 0.082, 0.082, 0.090, -0.150, -0.288, 0.723, -0.278, -0.265, -0.116, -0.246, -0.137, 0.072, 0.087, 0.082, 0.086, 0.081, 0.094, 0.083, 0.088, 0.090, -0.143, -0.278, 0.726, -0.291, -0.267, -0.121, -0.248, -0.138, 0.088, 0.084, 0.082, 0.083, 0.086, 0.091, 0.085, 0.074, 0.091]
}